No. 1
Molecular formula: C30H20Cl5N4NiO3S
Method: DFT, ωB97M-V/def2-TZVPD

Calculated values
gap between HOMO and LUMO: 6.89 eV
charge: -1

Positions of all 64 atoms, in Å:
N  0.434  1.549  0.369
C  0.055  2.271  1.488
H  7.298  -0.679  0.581
C  2.071  -1.803  2.863
H  4.490  -1.799  -0.801
H  -5.957  0.059  -1.034
H  1.552  3.830  1.533
C  1.471  -3.051  3.026
C  1.494  -0.815  2.074
C  0.170  3.988  3.156
C  -5.523  -1.934  -1.708
C  6.378  -1.076  1.015
C  4.936  0.983  1.057
H  3.010  -1.595  3.363
C  3.210  -0.085  -0.829
Cl  -0.083  -1.305  -2.292
H  -4.800  -3.883  -2.254
C  -2.859  1.472  -3.086
H  2.523  -0.486  -1.561
H  -1.401  3.889  4.650
C  -3.407  -2.838  -1.015
O  1.789  3.452  -0.620
H  -2.382  1.846  3.613
H  0.649  4.868  3.570
H  3.649  2.706  1.025
C  -3.073  1.295  -4.438
C  -5.251  -0.760  -1.019
C  5.183  -0.292  0.552
C  3.842  1.716  0.634
C  4.312  -0.809  -0.398
H  -0.250  -4.250  2.504
C  -1.231  -0.294  -3.101
N  -1.899  -1.501  0.344
C  -1.447  -0.460  -4.461
C  -3.144  -1.658  -0.331
C  0.290  -1.035  1.408
C  -2.367  0.326  -5.146
C  -1.923  0.691  -2.344
C  2.973  1.172  -0.304
C  -1.509  2.325  3.181
O  1.087  1.537  -2.020
C  -0.965  3.453  3.763
N  -1.542  -2.515  0.997
Cl  -4.235  2.272  -5.264
Cl  -2.640  0.097  -6.837
C  0.693  3.408  2.023
H  6.481  -1.030  2.100
Ni  -0.724  -0.014  0.229
H  6.296  -2.123  0.725
H  1.997  0.142  1.989
C  -4.058  -0.611  -0.331
O  -1.793  0.900  -1.094
C  -4.599  -2.972  -1.705
N  -1.024  1.747  2.090
H  -6.447  -2.034  -2.264
H  -2.665  -3.624  -1.016
C  -0.295  -2.299  1.613
C  0.264  -3.304  2.397
Cl  -3.747  2.664  -2.207
H  -3.822  0.310  0.178
H  5.612  1.404  1.794
Cl  -0.568  -1.671  -5.327
S  1.484  2.045  -0.736
H  1.937  -3.809  3.642

Okay, here come the Mulliken numbers, in e, for every atom: -0.038 1.040 0.338 -0.857 0.324 0.392 0.358 -0.512 0.649 -0.461 -0.474 -1.601 -0.701 0.443 -0.226 -0.271 0.358 0.461 0.501 0.367 -0.167 -0.810 0.385 0.399 0.398 0.276 -0.511 1.180 -0.322 -0.878 0.455 0.871 1.469 -0.017 0.092 0.173 0.300 -1.093 -0.230 -0.333 -0.646 -0.744 -1.043 -0.227 -0.236 -1.033 0.358 -0.452 0.362 0.515 -0.402 -0.439 -0.628 0.101 0.381 0.446 -0.153 -0.641 -0.222 0.424 0.365 -0.229 1.049 0.369

No. 2
Molecular formula: C30H20Cl80NO3S
Method: DFT, ωB97M-V/def2-TZVPD

Calculated values
2S+1: 2
gap between HOMO and LUMO (alpha / beta): 8.51 / 9.73 eV
charge: 0

Positions of all 135 atoms, in Å:
C  -0.306  0.460  -1.285
C  -1.716  2.245  6.868
Cl  4.508  1.944  -7.633
Cl  17.132  -1.147  1.363
Cl  -10.430  -5.840  -2.312
Cl  -3.829  -1.274  3.424
Cl  -0.922  -4.486  -3.623
Cl  1.592  5.275  -2.955
H  -5.397  -0.696  -0.222
H  -0.495  0.345  -2.348
Cl  19.946  0.728  6.205
Cl  1.374  -6.133  -3.083
Cl  6.969  6.653  -4.424
Cl  6.852  -7.406  -1.479
Cl  -10.690  -12.734  -1.112
Cl  -5.359  5.174  2.655
Cl  -3.734  -0.021  -6.863
Cl  -7.668  -8.548  1.344
H  -3.104  -3.657  -0.847
Cl  4.779  6.569  1.513
S  -4.853  -3.629  0.656
Cl  -10.626  -10.058  -0.046
Cl  4.171  4.077  2.815
Cl  -0.570  3.387  6.161
Cl  -8.484  1.318  -3.884
Cl  -8.356  -5.770  1.108
C  -0.144  5.117  -2.646
Cl  -2.563  -3.187  5.170
Cl  -0.390  9.627  1.261
C  -3.905  -2.946  -0.662
Cl  4.831  12.457  2.212
H  -4.586  -2.888  -1.513
Cl  19.303  1.500  3.505
Cl  4.395  -8.792  -0.882
Cl  4.393  6.216  -5.644
Cl  -0.412  4.502  -1.015
C  -9.845  -11.638  -0.016
Cl  -4.533  -1.360  6.210
Cl  7.011  12.287  0.336
Cl  15.833  1.305  2.129
Cl  -1.256  -7.314  -3.219
Cl  16.795  0.970  -0.566
Cl  -9.149  -3.580  -1.075
Cl  5.988  5.950  4.047
H  -5.446  -2.511  1.142
Cl  -7.492  -0.528  -5.861
Cl  19.153  -1.269  4.285
H  -4.467  -0.450  -1.705
H  0.464  -0.263  -1.007
C  -7.930  -7.052  2.241
C  -0.562  -6.230  3.810
Cl  -5.840  2.700  4.047
Cl  0.506  -4.941  4.386
C  5.436  5.270  2.515
Cl  14.505  -0.523  0.347
H  -1.830  -0.013  1.757
C  -4.069  -2.342  4.822
H  -2.295  -1.104  -2.016
Cl  6.061  9.906  1.651
Cl  -0.856  6.726  -2.774
Cl  3.098  -0.161  -6.267
Cl  12.181  2.138  0.821
C  -0.335  -5.894  -2.730
Cl  9.389  2.858  0.771
Cl  -7.707  4.878  4.305
Cl  10.163  0.084  0.863
Cl  -12.024  -3.702  -1.217
Cl  5.287  -0.806  -8.026
H  -1.360  -1.994  -0.822
C  -3.406  -1.552  -0.263
H  -3.222  -1.546  0.817
C  5.493  5.683  -4.370
Cl  0.406  -7.550  3.143
Cl  1.243  7.994  -0.457
C  -10.529  -4.097  -2.065
Cl  -3.413  2.846  -6.815
C  1.140  9.539  0.383
H  -0.327  0.802  1.226
H  0.086  1.443  -1.054
H  -5.869  1.804  -0.189
C  10.587  1.677  0.229
O  -2.523  1.795  -1.746
H  -4.109  0.031  1.902
C  18.904  0.394  4.821
C  -2.726  1.309  -6.287
C  5.094  -7.276  -1.452
C  -7.382  -0.029  -4.175
O  -3.943  -4.066  1.675
Cl  -8.161  -11.481  -0.533
H  -0.502  -0.935  1.101
H  -5.100  1.852  -1.748
O  -5.876  -4.499  0.163
Cl  5.906  3.991  -4.631
Cl  -0.532  -5.643  -0.986
Cl  10.611  1.617  -1.534
C  -6.604  4.051  3.206
Cl  -0.885  1.232  8.050
Cl  4.505  -6.939  -3.084
C  -4.039  1.007  1.423
Cl  4.611  -5.963  -0.377
C  -4.407  -0.461  -0.618
C  -2.095  -1.202  -0.945
Cl  -10.501  -3.276  -3.625
Cl  -9.253  -7.287  3.392
Cl  -2.639  1.290  -4.525
Cl  -2.397  1.223  5.602
Cl  -7.805  -1.384  -3.117
C  6.349  11.638  1.837
C  -4.911  1.963  -0.686
Cl  -1.534  -6.830  5.154
C  -1.041  0.009  1.013
H  -3.183  1.543  1.828
Cl  1.211  10.844  -0.805
Cl  4.730  5.914  -2.793
Cl  -1.094  1.133  -6.946
C  -3.954  0.909  -0.115
Cl  5.800  0.493  -5.506
C  4.671  0.367  -6.859
C  16.066  0.148  0.816
H  -4.568  2.967  -0.449
Cl  -7.511  3.448  1.816
Cl  -9.894  -12.288  1.623
Cl  2.470  9.720  1.533
Cl  7.498  11.902  3.151
Cl  -5.342  -3.504  4.458
Cl  -1.618  -5.556  2.577
Cl  -6.459  -6.614  3.111
Cl  6.799  4.489  1.709
C  -1.537  0.126  -0.436
Cl  17.215  0.611  5.291
H  -4.913  1.569  1.727
Cl  -5.733  0.464  -3.777
Cl  -0.853  4.027  -3.834
Cl  -3.016  3.134  7.665
N  -2.571  1.203  -0.611

Mulliken population analysis, charges in e, atoms 1 to 99: -1.710 0.203 -0.086 -0.079 -0.074 0.133 -0.068 0.030 0.394 0.203 -0.104 -0.014 -0.109 -0.104 -0.105 -0.092 -0.107 -0.038 0.238 0.025 0.981 -0.059 -0.085 -0.097 -0.107 0.025 0.057 -0.047 -0.111 -0.891 -0.096 0.312 -0.079 -0.091 -0.104 -0.061 0.344 -0.094 -0.099 -0.078 -0.096 -0.103 -0.031 -0.113 0.008 -0.116 -0.086 -0.020 0.484 0.143 0.214 -0.051 -0.110 0.216 -0.068 0.174 0.138 0.216 -0.020 -0.089 -0.058 -0.051 0.165 -0.032 -0.107 -0.109 -0.100 -0.103 0.789 1.663 -0.321 0.279 -0.113 0.037 0.302 -0.107 0.256 0.444 0.331 0.422 0.271 -0.237 -1.103 0.335 0.176 0.372 0.083 -0.247 -0.102 0.367 -0.019 -0.553 -0.025 -0.022 -0.099 0.329 -0.104 -0.098 -0.135

No. 3
Molecular formula: C30H21BBr3F8InN3OP
Method: DFT, ωB97M-V/def2-TZVPD

Calculated values
gap between HOMO and LUMO: 5.07 eV
charge: 0

Positions of all 69 atoms, in Å:
C  -0.441  3.155  1.034
F  -1.468  0.247  3.077
C  -0.744  3.886  2.164
C  0.275  4.417  -3.418
C  -4.351  -0.578  -2.344
N  2.371  -2.719  -1.369
C  2.991  -2.906  -2.537
C  -2.633  2.488  2.551
C  -0.372  -1.749  3.055
H  1.496  4.456  -5.163
H  -3.486  2.196  3.149
C  -2.324  1.748  1.414
C  -2.615  0.890  -1.575
F  -3.105  3.215  -1.450
H  -0.108  4.713  2.452
H  3.841  -5.222  0.332
H  3.787  1.652  0.363
H  0.439  3.452  0.487
F  -5.574  2.824  -2.409
C  1.244  -3.624  3.657
F  -4.820  -1.801  -2.634
H  2.702  -2.218  -3.327
C  2.663  -3.555  -0.327
H  -2.100  4.128  3.817
H  4.984  -5.521  -1.842
C  -0.024  2.285  -2.350
H  3.895  1.479  -1.420
F  -6.436  0.328  -2.999
F  0.743  -1.430  4.036
C  -1.857  3.560  2.928
H  4.395  -3.976  -3.736
C  0.832  1.674  -3.341
Br  -1.769  -2.041  -1.556
C  -0.288  3.628  -2.403
H  -0.922  -0.917  2.166
Br  1.434  1.536  -0.689
P  -0.891  1.055  -0.948
C  0.815  -2.736  2.560
C  -3.478  1.961  -1.759
H  0.060  5.477  -3.446
Br  3.606  -0.809  -0.384
C  3.399  1.151  -0.516
H  2.003  -4.362  3.447
C  -1.004  -1.777  4.619
C  -1.252  2.092  0.601
O  0.053  -2.972  -1.316
H  -1.839  -1.149  4.889
N  2.120  -3.538  0.950
H  1.044  0.612  -3.326
C  1.075  3.849  -4.373
C  3.620  -4.574  -0.504
C  -4.758  1.779  -2.239
N  1.202  -2.646  1.307
H  1.094  -4.292  5.625
H  -0.929  4.094  -1.667
F  0.242  -0.477  1.373
C  -5.198  0.500  -2.538
In  0.738  -1.202  -0.576
H  1.951  2.021  -5.108
C  -0.424  -2.670  5.444
H  -0.769  -2.784  6.461
C  4.250  -4.736  -1.711
F  0.656  1.015  3.254
C  1.337  2.468  -4.336
C  3.929  -3.881  -2.766
H  -2.962  0.908  1.165
C  0.700  -3.577  4.915
C  -3.072  -0.411  -1.865
B  0.024  -0.091  2.972

Okay, here come the Mulliken numbers, in e, for every atom: -0.585 -0.254 -0.865 -0.789 0.560 -0.218 -0.504 -0.796 0.238 0.404 0.498 -0.435 0.134 -0.388 0.450 0.496 0.509 0.383 -0.310 -0.747 -0.338 0.418 0.523 0.404 0.371 0.485 0.479 -0.296 -0.242 -0.675 0.420 -0.631 -0.002 -0.158 0.442 -0.124 0.481 0.370 0.293 0.436 -0.011 -0.839 0.453 -0.894 0.803 -0.999 0.465 -1.118 0.544 -0.620 -0.518 0.326 1.005 0.379 0.402 0.410 0.537 1.385 0.433 -0.404 0.426 -0.435 -0.272 -0.649 -0.835 0.445 -0.480 -0.571 0.197

E for every record listed, in sequence, given in eV: -158030.5456 -1051687.7697 -284957.0865.
Energy above the lowest of the compared OMol25 structures with the same formula, charge and spin for every record listed, in sequence, given in kcal/mol: 0.0 0.0 571.5.